# H4NO2SSi

A gas-phase ion, H4NO2SSi (charge -1) (wB97M-V/def2-TZVPD, the OMol25 dataset).

```
9
H4NO2SSi wB97M-V/def2-TZVPD
N -0.475 1.402 0.922
O -3.191 1.403 1.355
O -1.846 -0.515 1.263
Si -0.365 -0.371 0.416
S -1.894 0.938 1.841
H -0.778 2.245 0.344
H -0.790 0.011 -0.862
H 0.911 -0.358 1.180
H -0.095 -1.849 0.164
```

Properties
Maximum force: 0.0770 Eh/bohr
Frontier orbital gap: 7.7964 eV
Energy above the lowest of the compared OMol25 structures with the same formula, charge and spin: 33.2 kcal per mole
Total charge: -1
Energy: -895.320646 a.u.

---

# C3H7N4S

A gas-phase ion, C3H7N4S (charge +1) (wB97M-V/def2-TZVPD, the OMol25 dataset).

```
15
C3H7N4S wB97M-V/def2-TZVPD
H 4.051 -0.952 -0.628
N 3.069 -1.238 -0.412
N 2.290 -0.590 -1.130
C 0.925 -0.846 -1.093
N 0.134 0.339 -0.692
C -0.772 0.219 0.232
N -1.639 1.171 0.329
C -0.866 -1.006 0.933
S 0.341 -2.129 0.192
H 0.630 -1.283 -2.058
H 0.130 1.130 -1.283
H -2.279 1.291 1.096
H -1.326 2.096 -0.169
H -0.542 -0.990 1.968
H -1.934 -1.433 0.985
```

Properties
Maximum force: 0.0877 Eh/bohr
Frontier orbital gap: 9.3506 eV
Energy above the lowest of the compared OMol25 structures with the same formula, charge and spin: 20.5 kcal per mole
Total charge: +1
Energy: -735.419042 a.u.

---

# C23H29F4LaN8O3

A molecular structure, C23H29F4LaN8O3 (wB97M-V/def2-TZVPD, the OMol25 dataset).

```
68
C23H29F4LaN8O3 wB97M-V/def2-TZVPD
La -1.105 0.952 0.602
N -2.587 3.024 1.234
C -2.613 4.161 0.257
C -3.387 3.836 -1.012
C -2.778 2.797 -1.941
N -2.742 1.439 -1.322
H -3.549 2.734 1.396
H -2.298 3.407 2.131
H -1.581 4.424 0.012
H -3.060 5.035 0.725
H -3.470 4.763 -1.579
H -4.414 3.548 -0.757
H -1.758 3.083 -2.204
H -3.356 2.772 -2.862
H -2.566 0.763 -2.062
H -3.680 1.207 -1.005
C -1.478 -3.380 -0.826
C -1.161 -2.544 0.400
C -0.535 -3.380 1.506
O -0.233 -1.445 0.025
C -2.449 -1.914 0.926
O -3.351 -2.616 1.262
O -2.441 -0.571 0.965
H -0.595 -3.934 -1.154
H -1.833 -2.755 -1.648
H -2.261 -4.093 -0.575
H 0.448 -3.749 1.201
H -1.172 -4.240 1.708
H -0.434 -2.824 2.441
H 0.620 -1.875 -0.117
C 1.753 1.000 4.998
C 1.393 -0.334 4.354
C 0.517 -1.168 5.288
C 2.656 -1.100 3.984
N 0.723 -0.071 3.045
N -0.546 0.610 3.145
H 2.417 0.828 5.845
H 0.879 1.525 5.397
H 2.273 1.648 4.288
H 1.061 -1.405 6.203
H 0.233 -2.116 4.821
H -0.390 -0.638 5.592
H 3.237 -1.321 4.879
H 3.281 -0.518 3.303
H 2.413 -2.056 3.506
H 0.544 -0.966 2.606
H -0.369 1.428 3.717
H -1.220 0.058 3.674
F 0.154 0.777 -2.127
C 1.106 0.285 -2.949
C 0.836 0.310 -4.255
F -0.308 0.828 -4.644
C 1.747 -0.257 -5.239
C 2.903 -0.939 -4.676
C 3.157 -0.959 -3.358
F 4.241 -1.574 -2.925
C 2.320 -0.279 -2.398
C 2.656 -0.185 -1.071
C 1.888 0.649 -0.205
N 1.235 1.319 0.461
C 3.752 -0.855 -0.428
N 4.555 -1.391 0.198
F 3.741 -1.529 -5.488
C 1.536 -0.143 -6.572
C 0.414 0.571 -7.123
N -0.457 1.153 -7.596
C 2.412 -0.701 -7.562
N 3.075 -1.110 -8.408
```

Properties
Maximum force: 0.0667 Eh/bohr
Frontier orbital gap: 6.2223 eV
Energy above the lowest of the compared OMol25 structures with the same formula, charge and spin: 15.6 kcal per mole
Total charge: +2
Energy: -1988.117732 a.u.

---

# C10H31ClO9

6 unconnected molecules or ions with the total composition C10H31ClO9 (wB97M-V/def2-TZVPD, the OMol25 dataset).

```
51
C10H31ClO9 wB97M-V/def2-TZVPD
O -0.267 0.475 -0.108
H 0.455 0.442 -0.740
H -0.982 1.039 -0.411
H 0.074 0.930 0.666
Cl 0.496 3.367 2.859
O 1.627 4.028 3.478
O -0.578 4.327 2.968
O 0.654 3.147 1.468
O 0.209 2.164 3.559
C 3.659 -0.962 0.896
C 3.054 -0.697 2.263
C 4.076 -0.149 3.235
O 1.860 0.050 2.168
H 4.350 -0.168 0.613
H 2.845 -1.116 0.187
H 4.321 -1.828 0.889
H 2.903 -1.693 2.680
H 4.212 0.932 3.256
H 5.020 -0.653 3.028
H 3.798 -0.337 4.272
H 1.756 0.605 2.944
C -2.166 -2.356 0.586
C -0.946 -3.381 0.377
C -1.263 -4.593 -0.487
O -0.049 -2.824 -0.512
H -2.907 -2.958 1.111
H -2.475 -1.984 -0.391
H -1.848 -1.406 1.015
H -0.349 -3.681 1.238
H -2.027 -5.215 -0.020
H -0.441 -5.267 -0.728
H -1.813 -4.401 -1.408
H 0.595 -3.500 -0.734
C -4.497 1.413 -1.670
C -2.984 1.088 -1.882
C -2.647 1.474 -3.385
O -2.120 2.047 -1.135
H -5.014 0.569 -2.126
H -4.979 2.262 -2.154
H -4.819 1.499 -0.633
H -2.802 0.023 -1.741
H -2.631 2.547 -3.579
H -3.432 1.051 -4.011
H -1.707 1.031 -3.713
H -2.612 2.842 -0.918
C 2.092 1.406 -2.535
O 1.694 1.681 -1.212
H 3.164 1.244 -2.647
H 1.443 0.664 -3.002
H 1.834 2.371 -2.971
H 2.169 2.455 -0.901
```

Properties
<S²>: 0.75
Maximum force: 0.0948 Eh/bohr
Spin multiplicity: 2
Frontier orbital gap (alpha / beta): 2.5242 / 9.1096 eV
Energy above the lowest of the compared OMol25 structures with the same formula, charge and spin: 44.7 kcal per mole
Total charge: -1
Energy: -1536.529674 a.u.

---

# C7H28O7

7 unconnected molecules or ions with the total composition C7H28O7 (wB97M-V/def2-TZVPD, the OMol25 dataset).

```
42
C7H28O7 wB97M-V/def2-TZVPD
C -3.275 0.312 -1.332
O -2.352 0.753 -0.345
H -3.802 -0.552 -0.918
H -2.758 -0.101 -2.191
H -3.916 1.050 -1.783
H -2.191 1.701 -0.523
C -0.215 1.484 -3.253
O 0.178 1.698 -1.871
H -0.516 2.357 -3.796
H -0.977 0.694 -3.352
H 0.593 1.118 -3.907
H 1.123 1.532 -1.621
C 0.769 2.471 1.069
O 1.200 3.196 2.185
H 0.278 3.124 0.328
H 0.048 1.745 1.473
H 1.582 1.827 0.642
H 0.533 3.884 2.362
C -0.034 -1.719 -0.294
O -0.199 -0.552 0.471
H -0.952 -2.285 -0.206
H 0.928 -2.240 -0.058
H 0.129 -1.417 -1.313
H -0.956 -0.047 0.112
C 2.743 -1.561 2.485
O 1.735 -0.563 2.625
H 2.302 -2.537 2.611
H 3.638 -1.361 3.074
H 3.023 -1.581 1.402
H 1.217 -0.566 1.792
C -3.185 -1.564 2.092
O -3.159 -1.004 3.414
H -2.970 -0.704 1.440
H -4.204 -1.846 1.857
H -2.451 -2.289 1.923
H -2.290 -1.188 3.625
C 3.081 -0.924 -1.803
O 2.696 0.307 -1.141
H 2.215 -1.497 -1.912
H 3.681 -1.522 -1.119
H 3.573 -0.669 -2.729
H 3.139 1.038 -1.517
```

Properties
Maximum force: 0.0670 Eh/bohr
Frontier orbital gap: 9.8427 eV
Energy above the lowest of the compared OMol25 structures with the same formula, charge and spin: 106.4 kcal per mole
Energy: -810.001546 a.u.

---

# C36H52CaN3OP2S

A molecular structure, C36H52CaN3OP2S (wB97M-V/def2-TZVPD, the OMol25 dataset).

```
96
C36H52CaN3OP2S wB97M-V/def2-TZVPD
C -1.212 -1.642 -2.001
C 0.806 -2.634 -1.274
C -1.410 -2.643 -2.947
C 0.548 -3.730 -2.127
C -0.544 -3.744 -2.968
H -2.265 -2.547 -3.614
H 1.294 -4.523 -2.128
H -0.735 -4.566 -3.658
N -0.134 -1.623 -1.193
P -2.561 -0.010 -0.132
P 2.724 -1.079 0.104
C -2.273 -0.530 -1.881
H -1.957 0.351 -2.469
H -3.228 -0.858 -2.326
C 0.702 2.624 1.965
O 0.995 3.641 2.408
C 2.044 -2.557 -0.539
H 2.608 -3.487 -0.428
C 3.759 -0.197 -1.290
C 3.745 -1.396 1.693
C -3.313 1.747 -0.019
C -3.681 -1.414 0.484
C 3.798 1.313 -0.955
H 4.431 1.528 -0.085
H 4.211 1.851 -1.821
H 2.796 1.711 -0.761
C 5.181 -0.771 -1.349
H 5.770 -0.534 -0.451
H 5.179 -1.860 -1.507
H 5.702 -0.311 -2.203
C 3.082 -0.381 -2.661
H 3.585 0.276 -3.392
H 3.162 -1.413 -3.030
H 2.025 -0.094 -2.635
C 4.434 -0.082 2.115
H 3.709 0.744 2.190
H 4.864 -0.229 3.117
H 5.252 0.223 1.450
C 2.829 -1.809 2.860
H 2.181 -0.983 3.182
H 2.190 -2.666 2.622
H 3.470 -2.079 3.714
C 4.741 -2.532 1.461
H 5.492 -2.310 0.694
H 5.271 -2.701 2.410
H 4.222 -3.464 1.196
C -4.063 -1.081 1.938
H -4.532 -1.971 2.382
H -3.159 -0.855 2.524
H -4.780 -0.252 2.015
C -2.883 -2.733 0.491
H -2.663 -3.100 -0.519
H -1.945 -2.631 1.053
H -3.493 -3.492 1.006
C -4.927 -1.625 -0.385
H -5.504 -2.443 0.076
H -5.579 -0.745 -0.431
H -4.673 -1.942 -1.407
C -2.556 2.748 -0.914
H -2.566 2.460 -1.974
H -3.061 3.723 -0.824
H -1.515 2.889 -0.598
C -3.174 2.227 1.445
H -2.123 2.261 1.769
H -3.574 3.249 1.503
H -3.730 1.601 2.152
C -4.782 1.725 -0.448
H -4.907 1.304 -1.457
H -5.424 1.184 0.261
H -5.140 2.766 -0.476
Ca 0.159 0.039 0.577
N 0.436 1.495 -1.175
C 0.538 1.947 -2.259
C 0.668 2.634 -3.476
C 0.485 4.030 -3.485
C 1.000 1.948 -4.664
C 0.644 4.736 -4.679
H 0.229 4.533 -2.554
C 1.175 2.670 -5.844
H 1.113 0.864 -4.634
C 0.996 4.063 -5.860
H 0.496 5.818 -4.685
H 1.452 2.141 -6.758
H 1.129 4.622 -6.793
S -0.590 -1.432 2.836
C -0.817 -0.608 4.316
N -1.807 -1.032 5.171
C -2.154 -0.346 6.304
C -1.425 0.769 6.668
C -0.358 1.188 5.858
C -0.057 0.496 4.689
H -2.335 -1.863 4.899
H -3.008 -0.740 6.843
H -1.681 1.307 7.575
H 0.237 2.060 6.125
H 0.738 0.787 4.001
```

Properties
Maximum force: 0.0835 Eh/bohr
Frontier orbital gap: 4.9604 eV
Energy above the lowest of the compared OMol25 structures with the same formula, charge and spin: 5.8 kcal per mole
Total charge: +1
Energy: -3400.857152 a.u.

---

# C4H6N4

A molecular structure, C4H6N4 (wB97M-V/def2-TZVPD, the OMol25 dataset).

```
14
C4H6N4 wB97M-V/def2-TZVPD
C 1.967 -1.373 -0.394
C -0.081 0.588 -0.147
C -0.701 -0.094 1.039
C -1.096 1.361 -0.403
H 0.672 -1.642 0.154
H 2.699 -0.924 0.722
H 2.672 -2.371 -0.852
H -0.311 -0.942 1.519
H -3.402 1.351 0.156
H -1.224 2.237 -1.134
N 1.913 -0.204 -1.258
N 1.052 0.669 -1.070
N -1.971 0.207 1.327
N -2.187 1.138 0.342
```

Properties
Maximum force: 0.1562 Eh/bohr
Frontier orbital gap: 9.5009 eV
Energy above the lowest of the compared OMol25 structures with the same formula, charge and spin: 167.5 kcal per mole
Energy: -374.794494 a.u.

---

# C14H24N3O8

2 unconnected molecules or ions with the total composition C14H24N3O8 (wB97M-V/def2-TZVPD, the OMol25 dataset).

```
49
C14H24N3O8 wB97M-V/def2-TZVPD
O 0.475 -3.315 -3.687
O 0.057 -0.439 -0.238
O 3.898 -3.532 0.403
O -0.880 -1.684 1.337
O -4.215 4.794 2.414
O -0.954 3.260 -1.439
O -1.990 0.713 -1.139
O -0.894 5.032 0.667
C 1.038 -3.423 -2.608
C 0.055 -1.413 0.556
C 3.502 -2.989 -0.626
N 4.188 -3.073 -1.774
N -1.822 1.138 2.200
N 1.423 -2.333 -1.945
C 1.310 -4.811 -2.061
C 5.456 -3.781 -1.933
C -2.888 4.639 2.935
C -1.318 2.813 -0.124
C -2.413 1.756 -0.255
C -1.859 3.979 0.717
C -2.786 1.174 1.109
C -2.823 2.190 2.292
C -2.116 3.557 2.176
C 1.270 -2.351 0.561
C 2.176 -2.200 -0.679
H -4.665 5.537 2.848
H -0.831 2.450 -1.974
H -1.218 0.217 -0.716
H -0.542 5.040 -0.244
H 3.772 -2.631 -2.581
H -2.002 0.323 2.790
H 1.007 -1.475 -2.281
H 0.716 -5.529 -2.623
H 2.365 -5.048 -2.166
H 1.019 -4.856 -1.015
H 5.750 -3.794 -2.983
H 5.351 -4.806 -1.571
H 6.227 -3.282 -1.344
H -2.349 5.589 2.860
H -2.940 4.370 3.996
H -0.443 2.371 0.368
H -3.303 2.233 -0.677
H -2.793 4.328 0.265
H -3.533 0.374 1.076
H -3.629 2.101 3.028
H -1.133 3.454 2.646
H 1.861 -2.127 1.450
H 0.925 -3.381 0.641
H 2.497 -1.158 -0.652
```

Properties
Maximum force: 0.0376 Eh/bohr
Frontier orbital gap: 8.1492 eV
Total charge: -1
Energy: -1314.158113 a.u.

---

# C6H14N2O2Sn

A molecular structure, C6H14N2O2Sn (wB97M-V/def2-TZVPD, the OMol25 dataset).

```
25
C6H14N2O2Sn wB97M-V/def2-TZVPD
Sn 9.208 6.362 -21.432
C 9.077 8.507 -17.778
C 8.795 8.238 -19.251
O 8.953 7.160 -19.834
N 8.362 9.244 -20.054
C 8.087 10.605 -19.695
H 10.102 8.217 -17.550
H 8.400 8.076 -17.040
H 9.139 9.548 -17.461
H 8.110 8.966 -20.991
H 7.006 10.721 -19.780
H 8.568 11.332 -20.350
H 8.464 10.876 -18.709
C 10.700 6.371 -17.812
C 10.553 5.540 -19.044
O 10.448 6.063 -20.136
N 10.419 4.164 -18.945
C 10.081 3.529 -17.669
H 9.887 6.477 -17.094
H 11.009 7.324 -18.239
H 11.530 5.925 -17.264
H 10.171 3.676 -19.793
H 10.957 3.245 -17.085
H 9.514 2.640 -17.947
H 9.501 4.220 -17.057
```

Properties
Maximum force: 0.2042 Eh/bohr
Frontier orbital gap: 8.9401 eV
Energy above the lowest of the compared OMol25 structures with the same formula, charge and spin: 96.8 kcal per mole
Total charge: +2
Energy: -710.571608 a.u.

---

# C15H23N3O4

2 unconnected molecules or ions with the total composition C15H23N3O4 (wB97M-V/def2-TZVPD, the OMol25 dataset).

```
45
C15H23N3O4 wB97M-V/def2-TZVPD
C -1.335 2.809 1.327
C -2.054 1.640 2.019
C -1.577 0.347 1.373
C -0.547 -0.389 1.983
C -0.094 -1.588 1.424
C -0.667 -2.069 0.244
C -1.679 -1.341 -0.384
C -2.126 -0.138 0.171
C -3.593 1.836 1.974
N -3.945 3.056 2.750
C -4.373 0.592 2.483
O -5.483 0.397 2.013
O -3.854 -0.170 3.477
H -1.567 3.757 1.822
H -1.639 2.883 0.278
H -0.251 2.664 1.364
H -1.756 1.631 3.073
H -0.100 -0.036 2.907
H 0.695 -2.152 1.914
H -0.328 -3.008 -0.184
H -2.122 -1.710 -1.305
H -2.910 0.409 -0.342
H -3.892 1.994 0.933
H -4.941 3.262 2.656
H -3.700 2.939 3.734
H -4.510 -0.867 3.629
C 3.202 -3.342 -3.559
N 4.094 -2.937 -2.474
C 3.833 -2.069 -1.492
O 4.708 -1.803 -0.676
C 2.444 -1.428 -1.360
N 2.517 0.031 -1.255
C 2.763 0.827 -2.293
C 2.894 2.303 -1.996
O 2.877 0.415 -3.440
H 3.716 -4.047 -4.215
H 2.310 -3.822 -3.154
H 2.909 -2.468 -4.146
H 5.038 -3.291 -2.480
H 1.814 -1.689 -2.208
H 1.985 -1.831 -0.460
H 2.459 0.442 -0.339
H 1.965 2.670 -1.564
H 3.716 2.456 -1.298
H 3.101 2.833 -2.925
```

Properties
Maximum force: 0.0352 Eh/bohr
Frontier orbital gap: 9.8845 eV
Energy above the lowest of the compared OMol25 structures with the same formula, charge and spin: 14.7 kcal per mole
Energy: -1050.657901 a.u.

---

# C6H7I

A molecular structure, C6H7I (wB97M-V/def2-TZVPD, the OMol25 dataset).

```
14
C6H7I wB97M-V/def2-TZVPD
C -1.253 -0.201 -0.661
C -0.361 -1.098 -1.148
C -1.071 0.792 0.647
C 1.695 -0.245 -0.085
C 1.088 -1.204 -0.674
C 0.140 1.578 0.698
I 0.421 2.304 2.619
H -2.190 -0.051 -1.218
H -0.885 -1.719 -1.951
H -1.937 1.456 0.760
H -1.175 0.098 1.455
H 2.663 -0.254 0.323
H 1.305 0.739 0.017
H 1.561 -2.195 -0.784
```

Properties
Maximum force: 0.0941 Eh/bohr
Frontier orbital gap: 7.5782 eV
Energy above the lowest of the compared OMol25 structures with the same formula, charge and spin: 104.4 kcal per mole
Energy: -530.299502 a.u.

---

# C39H21CdN8O2S

A molecular structure, C39H21CdN8O2S (wB97M-V/def2-TZVPD, the OMol25 dataset).

```
72
C39H21CdN8O2S wB97M-V/def2-TZVPD
Cd -0.920 -0.208 -0.124
C -6.457 2.707 2.446
C -6.224 3.676 1.464
C -5.072 3.653 0.694
C -4.162 2.632 0.923
C -2.859 2.304 0.323
N -2.272 3.069 -0.577
C -1.048 2.867 -1.057
C -0.326 3.860 -1.854
C -0.672 5.116 -2.336
C 0.279 5.814 -3.061
C 1.552 5.279 -3.291
C 1.904 4.034 -2.799
C 0.946 3.329 -2.082
C 0.971 2.026 -1.414
N 2.056 1.256 -1.354
C 2.179 0.220 -0.551
N 1.297 -0.234 0.374
C 1.830 -1.282 1.046
N 1.298 -1.977 2.032
C 0.074 -1.765 2.519
N -0.895 -0.974 2.015
C -1.959 -0.949 2.848
N -3.059 -0.205 2.754
C -3.228 0.768 1.882
N -2.382 1.181 0.908
C -4.395 1.667 1.901
C -5.541 1.693 2.680
C -1.695 -1.854 3.967
C -2.438 -2.211 5.085
C -1.873 -3.106 5.977
C -0.589 -3.624 5.767
C 0.159 -3.258 4.661
C -0.413 -2.371 3.759
C 3.173 -1.553 0.509
C 4.111 -2.534 0.789
C 5.269 -2.556 0.024
C 5.484 -1.614 -0.989
C 4.548 -0.626 -1.259
C 3.390 -0.612 -0.498
N -0.244 1.796 -0.872
H -7.367 2.754 3.030
H -6.959 4.455 1.307
H -4.879 4.401 -0.064
H -1.655 5.525 -2.146
H 0.038 6.792 -3.457
H 2.271 5.853 -3.863
H 2.886 3.610 -2.962
H -5.703 0.940 3.440
H -3.426 -1.800 5.242
H -2.428 -3.411 6.855
H -0.177 -4.322 6.486
H 1.154 -3.647 4.494
H 3.928 -3.262 1.569
H 6.020 -3.314 0.209
H 6.393 -1.667 -1.576
H 4.696 0.096 -2.051
O 4.562 -3.190 -3.656
C 3.486 -2.911 -4.430
O 3.630 -2.839 -5.623
C 2.184 -2.703 -3.742
C 1.969 -2.958 -2.388
C 0.736 -2.713 -1.812
C -0.321 -2.175 -2.556
S -1.873 -1.785 -1.807
C -0.109 -1.963 -3.922
C 1.117 -2.227 -4.503
H 4.348 -3.071 -2.721
H 2.740 -3.361 -1.739
H 0.581 -2.939 -0.764
H -0.915 -1.560 -4.520
H 1.279 -2.044 -5.556
```

Properties
Maximum force: 0.0090 Eh/bohr
Frontier orbital gap (alpha / beta): 5.0096 / 5.0265 eV
Energy above the lowest of the compared OMol25 structures with the same formula, charge and spin: 0.0 kcal per mole
Total charge: -1
Energy: -2653.526222 a.u.